1.
{"formula": "C22H34FO3P", "method": "ωB97M-V/def2-TZVPD", "homo_ev": -8.155, "gap_ev": 8.9, "total_charge": 0, "species": ["C", "C", "C", "P", "F", "C", "C", "C", "C", "C", "C", "O", "C", "C", "C", "C", "C", "C", "C", "H", "H", "H", "H", "H", "H", "H", "H", "H", "H", "H", "H", "H", "H", "H", "H", "H", "H", "C", "C", "C", "O", "H", "H", "H", "H", "H", "H", "H", "H", "C", "C", "C", "O", "H", "H", "H", "H", "H", "H", "H", "H"], "xyz": [[-0.70365, -2.75781, 3.00279], [-0.44205, -1.43692, 2.24258], [-1.77596, -0.65810, 2.13178], [-2.75064, -1.08492, 0.61609], [-2.86177, -2.70684, 0.65584], [-4.39643, -0.32550, 0.91291], [-5.48842, -0.63157, 0.11544], [-6.69230, -0.02283, 0.33392], [-6.84784, 0.90678, 1.33914], [-5.77829, 1.22117, 2.14720], [-4.56759, 0.59977, 1.92264], [0.03232, -1.64429, 0.92491], [1.43959, -1.76722, 0.85806], [2.19630, -0.45760, 1.08327], [1.55996, 0.75582, 1.17518], [2.24886, 1.92071, 1.36016], [3.62321, 1.85794, 1.45722], [4.28184, 0.65603, 1.39616], [3.57346, -0.54514, 1.20652], [0.26760, -3.16927, 3.30528], [-1.21253, -2.49201, 3.93581], [-1.28635, -3.46512, 2.41173], [0.23212, -0.83910, 2.87081], [-2.40417, -0.85223, 3.01207], [-1.61559, 0.42720, 2.08750], [-5.37618, -1.34535, -0.69776], [-7.56272, -0.23116, -0.28396], [-7.79644, 1.40173, 1.53113], [-5.85456, 1.93594, 2.96111], [-3.75719, 0.90590, 2.57880], [1.67459, -2.09144, -0.16308], [1.81389, -2.53862, 1.54716], [0.47599, 0.82077, 1.10371], [1.69959, 2.85567, 1.40905], [4.20318, 2.76866, 1.59153], [5.36306, 0.60561, 1.48296], [4.04154, -1.52197, 1.12813], [7.19397, -2.04404, -2.62986], [6.28077, -1.07691, -1.89194], [6.60701, 0.36675, -2.24121], [6.41005, -1.27124, -0.48334], [8.23855, -1.87532, -2.35295], [6.95441, -3.07455, -2.36418], [7.09896, -1.93147, -3.71102], [5.24075, -1.28906, -2.14461], [7.63335, 0.61086, -1.95179], [5.94953, 1.04816, -1.69903], [6.49483, 0.55075, -3.31090], [7.32587, -1.08950, -0.24597], [-3.30587, 0.98997, -3.46303], [-3.01813, 2.34742, -2.84047], [-3.46954, 2.39000, -1.39031], [-3.68185, 3.37033, -3.58449], [-4.38011, 0.78195, -3.45300], [-2.98513, 0.97170, -4.50574], [-2.79201, 0.19122, -2.92443], [-1.94946, 2.55895, -2.89927], [-4.54853, 2.22392, -1.31281], [-3.26647, 3.36939, -0.95300], [-2.95920, 1.62932, -0.79837], [-4.62815, 3.19667, -3.54206]], "forces_ev_per_angstrom": [[0.81, 0.64, 0.08], [-1.51, -0.32, 0.49], [-0.68, -0.43, 0.22], [1.12, 0.78, -1.80], [-0.64, 0.43, 0.73], [0.54, -1.03, 0.95], [0.57, -0.60, -0.67], [-1.21, 0.22, -0.42], [-0.42, 0.56, 0.62], [0.07, 0.21, 0.08], [0.46, 0.61, 0.75], [0.62, 0.16, 0.39], [0.15, 0.35, -0.41], [-0.03, -1.38, 0.20], [-1.38, 0.09, -0.13], [0.13, 0.44, -0.03], [0.50, 1.01, 0.21], [0.42, -1.52, -0.18], [-0.04, 1.07, 0.03], [-0.26, -0.30, -0.21], [-0.08, -0.24, -0.16], [0.07, 0.08, 0.11], [0.17, -0.02, -0.41], [0.30, 0.09, 0.02], [0.02, -0.18, -0.18], [-0.04, 0.04, 0.11], [0.25, -0.18, -0.04], [0.02, -0.20, -0.23], [-0.13, -0.04, -0.16], [0.04, -0.30, -0.14], [-0.19, -0.13, 0.18], [-0.10, 0.12, -0.06], [0.16, -0.24, -0.12], [0.22, -0.01, 0.04], [-0.10, -0.12, 0.00], [-0.12, 0.11, -0.04], [0.26, 0.26, 0.06], [-0.11, -0.20, -0.01], [0.61, 0.17, -0.05], [-0.20, 0.14, 0.04], [-0.28, -0.11, 0.09], [-0.01, 0.11, -0.05], [-0.05, 0.02, -0.03], [0.03, 0.00, 0.01], [-0.03, -0.03, 0.18], [0.04, -0.09, -0.08], [-0.04, -0.04, -0.04], [0.03, 0.01, 0.01], [0.00, -0.02, -0.03], [0.18, -0.08, -0.16], [-0.61, -0.28, 0.11], [0.12, 0.22, 0.17], [0.29, 0.17, -0.09], [0.00, 0.01, 0.12], [0.04, 0.02, 0.03], [-0.05, 0.00, 0.02], [-0.04, 0.14, -0.10], [0.02, -0.13, -0.04], [0.06, -0.01, -0.03], [-0.02, -0.04, 0.00], [0.01, -0.02, 0.02]]}


2.
{"formula": "C22H34N4O2", "method": "ωB97M-V/def2-TZVPD", "homo_ev": -8.732, "gap_ev": 9.3, "total_charge": 0, "relative_energy_ev": 21.188, "species": ["C", "C", "C", "N", "C", "C", "C", "N", "C", "O", "C", "H", "H", "C", "N", "C", "H", "H", "C", "N", "C", "O", "H", "H", "H", "C", "C", "C", "C", "C", "C", "C", "C", "H", "H", "H", "H", "H", "H", "H", "H", "H", "H", "H", "C", "C", "H", "H", "H", "H", "H", "H", "H", "H", "H", "H", "H", "H", "H", "H", "H", "H"], "xyz": [[-6.88835, -1.62174, 1.42751], [-6.53108, -0.13736, 1.18995], [-5.04321, 0.29379, 1.34872], [-4.30688, -0.54890, 0.40761], [-2.96405, -0.81054, 0.73863], [-2.27355, -1.67505, 0.03486], [-2.32172, -1.22995, -1.30391], [-1.44844, 0.10882, -1.76324], [-0.20507, 0.06823, -2.14606], [0.43485, -1.02372, -2.44003], [0.48514, 1.60476, -2.06768], [-0.26761, 2.22238, -2.60285], [1.42251, 1.14197, -2.87027], [1.07773, 2.06522, -0.71348], [2.29964, 1.38152, -0.42092], [2.64146, 2.01246, 1.06348], [3.73020, 1.50991, 1.28345], [2.75525, 3.06442, 0.82244], [1.82136, 1.91564, 2.01669], [0.33819, 2.05388, 1.71707], [-0.08070, 2.05640, 0.22885], [-1.33085, 2.34544, 0.20600], [-0.37280, 2.20399, 2.34669], [1.84873, 2.55473, 3.07564], [1.82333, 0.95905, 2.22876], [2.43342, -0.03419, -0.22877], [3.75368, -0.74733, 0.04527], [4.86493, 0.29657, -0.50326], [6.04339, -0.33697, -0.15226], [6.38128, -1.49424, 0.53655], [5.28287, -2.05817, 0.91109], [3.93323, -1.76925, 0.63188], [2.85743, -2.53001, 1.30273], [2.24676, -2.15919, 2.02770], [3.16534, -3.55884, 1.72519], [2.17939, -2.61977, 0.51479], [5.47533, -3.07424, 1.34288], [7.35276, -1.78562, 0.90400], [6.93530, 0.29978, -0.65661], [4.52268, 1.15733, -0.95020], [2.12797, -0.53202, -1.02918], [1.50576, -0.37513, 0.76826], [1.19514, 2.99353, -0.92992], [-1.81554, 0.80578, -1.19600], [-3.78163, -0.77597, -1.96325], [-4.23148, 0.00798, -0.90448], [-5.34436, 0.08279, -1.16018], [-3.78837, 0.92802, -0.85083], [-4.17738, -1.69838, -2.03868], [-3.82878, -0.31647, -2.83313], [-1.75229, -1.81676, -2.16148], [-2.66349, -2.52790, -0.02494], [-0.99941, -1.61970, 0.23011], [-2.93043, -1.11921, 2.00693], [-2.37180, 0.28296, 1.03272], [-5.00973, 1.39141, 1.50969], [-4.93241, -0.16482, 2.31465], [-7.10630, 0.20926, 0.26565], [-7.22575, 0.52283, 1.96371], [-7.83926, -1.86687, 1.45279], [-6.61675, -2.02491, 2.25877], [-6.27592, -2.17660, 0.72387]], "forces_ev_per_angstrom": [[4.00, 3.32, -4.82], [-4.08, 2.45, 1.20], [-2.72, -2.14, 0.30], [0.92, 0.00, -0.11], [-1.71, 7.85, 13.49], [10.58, 2.12, -3.09], [2.77, 2.59, -11.86], [-2.81, -3.73, 1.86], [3.62, -1.46, 0.72], [-2.07, 4.14, 0.55], [1.81, -5.36, -4.19], [0.94, 0.10, 0.65], [-2.35, 2.49, 2.26], [-3.11, -7.37, -2.39], [1.80, 1.74, 4.74], [11.18, 2.28, -11.40], [-2.66, 1.55, -0.26], [0.84, 0.40, -0.57], [-11.13, 1.43, 11.50], [3.08, -0.29, -7.72], [-3.70, 2.17, 8.68], [4.01, -1.33, -2.37], [-1.57, 0.42, 1.60], [1.10, -1.48, -2.86], [0.23, -5.05, 2.63], [-3.30, -0.96, 5.43], [-1.77, 17.44, -7.92], [-0.58, -8.74, 4.31], [3.97, 6.78, -4.60], [0.51, 2.37, -0.54], [-1.16, -6.79, 2.25], [2.91, -8.86, 7.29], [1.62, -3.61, -0.95], [-0.98, 2.09, 2.40], [-0.22, 1.49, -1.10], [-1.54, -1.23, -1.24], [-0.62, 0.82, 0.37], [0.11, 0.06, -0.56], [-1.34, -1.48, 1.50], [0.07, 1.70, -1.09], [-2.20, -1.91, -3.62], [2.44, 0.57, -2.81], [1.64, 6.34, -0.68], [0.07, 2.44, 0.57], [5.82, -3.61, 4.49], [-7.77, 0.83, 0.97], [0.96, 1.21, 0.31], [1.12, 2.84, -0.14], [-2.41, -2.97, -0.21], [0.76, 2.15, -4.09], [-1.44, -0.13, 2.35], [-2.65, -7.66, 0.33], [-3.72, -0.73, 0.10], [-0.40, 0.29, -3.28], [-1.14, -2.49, -1.59], [0.87, -0.42, -1.01], [1.06, 0.05, 0.70], [1.37, -0.52, 0.60], [1.96, -1.44, -1.34], [-4.96, -0.67, -1.03], [2.49, -1.70, 5.89], [-0.52, -0.39, -0.60]]}


3.
{"formula": "C22H35AsN5S2W", "method": "ωB97M-V/def2-TZVPD", "homo_ev": [-10.673, -11.301], "gap_ev": [6.8, 7.3], "spin_multiplicity": 3, "total_charge": 1, "relative_energy_ev": 0.000, "species": ["W", "C", "N", "C", "C", "C", "C", "C", "C", "C", "C", "H", "H", "H", "H", "H", "H", "H", "H", "H", "H", "H", "H", "S", "C", "C", "N", "C", "S", "C", "N", "C", "As", "C", "C", "H", "H", "H", "H", "H", "H", "H", "H", "H", "C", "C", "N", "C", "C", "C", "C", "N", "H", "H", "H", "H", "H", "H", "H", "H", "H", "H", "H", "H", "H", "H"], "xyz": [[-0.61211, 0.22957, 0.43790], [1.91798, 1.81726, 1.55973], [1.17996, 0.59874, 1.93563], [2.12882, -0.50263, 2.05912], [0.54640, 0.85855, 3.28287], [-0.60944, 1.78693, 3.09868], [-0.90692, 2.80762, 3.98158], [-1.95293, 3.66866, 3.68968], [-2.71245, 3.48409, 2.54529], [-2.43082, 2.41835, 1.67925], [-1.32950, 1.57127, 1.91142], [2.72321, 2.00878, 2.28187], [1.24739, 2.67171, 1.54242], [2.38883, 1.71885, 0.56863], [2.76606, -0.35787, 2.91687], [2.76273, -0.61284, 1.18254], [1.61667, -1.45068, 2.19995], [1.30827, 1.26181, 3.97278], [0.22448, -0.15618, 3.62801], [-0.29974, 2.94109, 4.87999], [-2.18844, 4.50714, 4.35132], [-3.48472, 4.19942, 2.26489], [-3.04695, 2.27458, 0.80094], [-0.23441, 2.13557, -0.97366], [-1.11888, 1.70808, -2.41519], [-0.73304, 2.36403, -3.59723], [-0.36525, 2.83019, -4.57854], [-2.09826, 0.76771, -2.39805], [-2.47984, -0.11384, -0.91930], [-2.86234, 0.37544, -3.51541], [-3.46300, 0.03024, -4.42230], [-0.30963, -3.00995, 2.82972], [-1.65164, -1.85491, 1.94111], [-2.73156, -1.12807, 3.38676], [-2.74402, -3.05075, 0.86842], [-0.76807, -3.91540, 3.23483], [0.12609, -2.42330, 3.63424], [0.48690, -3.29967, 2.12187], [-3.26984, -1.89892, 3.92994], [-3.42901, -0.40654, 2.94279], [-2.03331, -0.58311, 4.02053], [-3.18829, -3.80147, 1.52154], [-2.07054, -3.51739, 0.15387], [-3.53116, -2.49371, 0.34734], [1.22168, -0.46245, -5.05218], [1.80965, -1.53657, -4.13704], [1.92480, -1.10967, -2.73659], [3.17286, -0.38111, -2.37712], [3.04713, 1.12951, -2.41676], [0.95377, -1.31719, -1.83665], [-0.15817, -2.27807, -2.17524], [0.99658, -0.84460, -0.59994], [1.06495, -0.85818, -6.04143], [1.89867, 0.37897, -5.15139], [0.25634, -0.12290, -4.67266], [2.80892, -1.83954, -4.47319], [1.20229, -2.45469, -4.18961], [3.91501, -0.75037, -3.07409], [3.46188, -0.73374, -1.37809], [2.78803, 1.49874, -3.39599], [4.02237, 1.56256, -2.18630], [2.28143, 1.48587, -1.71110], [0.30102, -3.23939, -2.45033], [-0.76832, -1.93360, -3.00860], [-0.78606, -2.41311, -1.29890], [1.81750, -0.23897, -0.52144]], "forces_ev_per_angstrom": [[-0.58, -0.16, 0.09], [0.56, 0.26, -0.32], [-0.40, 0.36, -0.01], [0.16, -0.69, 0.07], [0.25, -0.81, -0.08], [0.10, -0.34, -0.46], [0.20, -0.06, 0.27], [-0.32, 0.55, 0.32], [0.05, -0.39, -0.57], [0.15, 0.33, 0.33], [-0.45, 0.30, 0.44], [-0.13, -0.03, -0.02], [-0.05, 0.03, 0.00], [-0.26, -0.08, 0.29], [0.39, 0.21, 0.38], [-0.03, 0.19, 0.02], [-0.13, 0.08, -0.05], [-0.19, -0.27, -0.16], [0.19, 0.80, 0.04], [-0.21, 0.03, -0.23], [0.18, -0.32, -0.19], [0.04, -0.25, 0.24], [0.05, 0.12, -0.04], [-0.10, -0.07, -0.21], [-0.17, -0.53, 0.97], [0.01, 0.23, -0.63], [0.13, 0.21, -0.25], [0.26, 0.01, 0.85], [0.35, 0.08, -0.08], [0.40, 0.44, 0.14], [-0.61, -0.41, -0.88], [-0.33, -0.12, -0.48], [0.81, 0.58, -0.35], [-0.01, -0.04, -0.49], [-0.11, 0.09, 0.45], [0.01, 0.16, 0.00], [0.03, -0.08, 0.11], [-0.47, 0.17, 0.23], [0.04, -0.02, 0.10], [0.16, -0.20, 0.15], [-0.17, -0.03, 0.16], [-0.01, -0.06, -0.14], [-0.13, -0.11, -0.08], [0.27, -0.12, 0.14], [0.12, -0.15, 0.51], [-0.26, -0.64, -0.32], [0.03, 0.26, 0.44], [-0.81, -0.44, 0.11], [0.16, 0.04, 0.38], [0.05, -0.69, -0.19], [0.36, -0.04, -0.09], [0.51, 0.70, -0.19], [-0.06, -0.25, -0.37], [-0.04, 0.22, 0.07], [0.06, 0.09, -0.02], [-0.18, 0.16, 0.10], [0.20, 0.43, 0.07], [0.23, 0.08, -0.03], [0.14, 0.08, -0.18], [-0.23, 0.00, -0.35], [-0.10, 0.07, 0.23], [0.36, 0.02, -0.25], [-0.23, 0.23, 0.07], [-0.03, -0.01, -0.02], [0.04, 0.01, -0.12], [-0.25, -0.22, 0.09]]}